Record 1
{"formula": "C29H62BN7O4", "method": "wB97M-V/def2-TZVPD", "symbols": ["C", "O", "C", "C", "C", "C", "C", "C", "C", "C", "C", "B", "C", "C", "C", "C", "C", "C", "C", "C", "C", "C", "C", "C", "N", "C", "C", "C", "C", "H", "H", "H", "H", "H", "H", "H", "H", "H", "H", "H", "H", "H", "H", "H", "H", "H", "H", "H", "H", "H", "H", "H", "H", "H", "H", "H", "H", "H", "H", "H", "H", "H", "H", "H", "H", "H", "H", "H", "H", "H", "H", "H", "H", "H", "H", "H", "H", "H", "H", "N", "C", "N", "O", "H", "H", "H", "H", "N", "C", "N", "O", "H", "H", "H", "H", "N", "C", "N", "O", "H", "H", "H", "H"], "xyz": [[2.640, -0.495, 4.051], [2.187, -1.830, 3.922], [2.615, -2.510, 2.750], [1.541, -2.540, 1.669], [1.472, -1.237, 0.864], [2.505, -1.205, -0.257], [2.799, 0.201, -0.837], [1.616, 1.202, -0.988], [1.458, 2.237, 0.170], [0.053, 2.227, 0.812], [-0.339, 3.604, 1.400], [-0.719, 4.705, 0.340], [-1.878, 4.623, -0.746], [-1.263, 4.028, -2.020], [-2.232, 3.874, -3.217], [-3.539, 3.044, -3.090], [-3.545, 1.786, -2.205], [-4.628, 1.900, -1.103], [-4.408, 1.034, 0.146], [-5.529, -0.009, 0.374], [-5.017, -1.422, 0.677], [-4.852, -2.299, -0.571], [-3.551, -1.997, -1.310], [-3.312, -2.915, -2.530], [-2.262, -3.881, -2.254], [-1.010, -3.907, -2.818], [-0.305, -4.963, -2.249], [-1.170, -5.593, -1.311], [-2.378, -4.897, -1.344], [3.384, -0.224, 3.300], [3.091, -0.336, 5.034], [1.790, 0.190, 3.978], [3.548, -2.112, 2.344], [2.829, -3.543, 3.042], [1.650, -3.419, 1.024], [0.594, -2.660, 2.192], [1.726, -0.417, 1.540], [0.466, -1.058, 0.489], [3.432, -1.538, 0.221], [2.273, -1.925, -1.045], [3.631, 0.657, -0.300], [3.155, 0.028, -1.857], [0.676, 0.677, -1.158], [1.834, 1.766, -1.899], [1.696, 3.235, -0.200], [2.199, 1.948, 0.919], [-0.685, 1.909, 0.075], [-0.013, 1.483, 1.607], [-1.196, 3.442, 2.069], [0.491, 3.931, 2.034], [-0.035, 5.693, 0.311], [-2.684, 4.011, -0.338], [-2.221, 5.642, -0.933], [-0.472, 4.704, -2.357], [-0.774, 3.071, -1.830], [-1.624, 3.529, -4.056], [-2.555, 4.893, -3.453], [-3.762, 2.711, -4.104], [-4.357, 3.708, -2.817], [-3.852, 0.948, -2.839], [-2.566, 1.524, -1.805], [-5.562, 1.571, -1.566], [-4.798, 2.947, -0.852], [-3.445, 0.529, 0.101], [-4.389, 1.683, 1.024], [-6.227, -0.061, -0.464], [-6.114, 0.299, 1.243], [-4.058, -1.345, 1.176], [-5.703, -1.913, 1.369], [-5.694, -2.178, -1.258], [-4.845, -3.341, -0.236], [-3.487, -0.954, -1.616], [-2.731, -2.175, -0.614], [-2.984, -2.287, -3.356], [-4.230, -3.443, -2.787], [-0.692, -3.187, -3.553], [0.714, -5.256, -2.444], [-0.926, -6.443, -0.696], [-3.234, -5.119, -0.729], [-5.995, 1.637, -6.293], [-6.469, 2.885, -5.988], [-7.127, 3.521, -7.006], [-6.316, 3.391, -4.892], [-6.109, 1.202, -7.188], [-5.508, 1.144, -5.568], [-7.487, 4.437, -6.816], [-7.263, 3.122, -7.915], [7.615, -2.465, 4.100], [6.293, -2.433, 3.753], [5.416, -2.579, 4.792], [5.924, -2.283, 2.599], [7.948, -2.586, 5.041], [8.280, -2.366, 3.357], [4.433, -2.562, 4.579], [5.705, -2.703, 5.743], [10.717, -0.569, 4.680], [11.039, -1.137, 5.880], [12.114, -0.586, 6.520], [10.410, -2.071, 6.349], [11.214, 0.199, 4.271], [9.933, -0.958, 4.193], [12.373, -0.983, 7.403], [12.644, 0.180, 6.154]], "forces_ev_per_angstrom": [[-0.3, 0.3, 0.2], [0.6, 0.2, 0.0], [-0.1, -0.7, -0.6], [-0.5, 0.4, 0.2], [0.3, -0.1, -0.1], [0.3, 0.5, 0.6], [-0.6, -0.4, -0.7], [0.7, 0.3, 0.2], [-0.4, -1.1, -0.2], [0.0, 0.3, 0.0], [0.0, -0.3, 0.0], [0.1, 0.2, -0.3], [0.7, -0.2, 1.1], [-0.5, -0.1, -0.5], [0.0, 0.4, 0.5], [0.8, -0.1, -0.4], [-0.7, 0.3, 0.1], [0.2, -0.3, -0.3], [-0.6, 0.1, -0.1], [0.3, -0.2, 0.6], [-0.5, 0.0, -0.5], [0.3, 0.2, 0.3], [-0.1, -0.4, 0.0], [0.3, 0.5, 0.6], [-0.1, -0.3, -0.2], [0.3, -0.8, 0.7], [-0.6, 0.4, 0.1], [-0.5, 0.8, -0.5], [1.4, -0.8, 0.2], [0.0, -0.1, -0.1], [0.0, -0.2, 0.0], [0.0, 0.0, -0.1], [0.1, 0.2, 0.2], [0.0, 0.0, 0.1], [0.1, 0.1, 0.0], [-0.2, -0.2, 0.1], [-0.3, 0.1, 0.1], [-0.1, 0.0, 0.0], [0.1, -0.2, -0.3], [-0.2, 0.1, 0.0], [-0.1, 0.2, 0.1], [0.3, 0.0, 0.1], [0.0, -0.1, 0.0], [-0.2, 0.0, 0.0], [0.0, 0.0, 0.1], [0.0, 0.4, 0.2], [-0.1, 0.1, -0.2], [0.2, -0.1, 0.0], [-0.1, 0.1, -0.1], [-0.1, 0.1, 0.0], [0.0, 0.1, 0.0], [-0.3, -0.1, -0.3], [-0.3, -0.1, -0.2], [0.1, -0.1, 0.0], [0.0, -0.1, 0.2], [-0.1, -0.1, -0.1], [0.1, 0.0, -0.3], [-0.2, 0.3, -0.1], [0.0, -0.1, 0.1], [0.3, -0.2, 0.0], [0.1, 0.2, 0.2], [-0.1, 0.2, 0.0], [0.2, 0.0, 0.1], [0.1, 0.0, 0.0], [0.2, 0.0, 0.0], [0.1, 0.1, -0.1], [-0.1, 0.1, -0.1], [0.3, -0.1, 0.3], [0.0, 0.0, 0.0], [-0.1, 0.0, 0.1], [0.0, -0.1, -0.2], [-0.2, 0.0, 0.0], [0.2, 0.1, 0.0], [0.0, -0.3, -0.3], [0.0, 0.0, -0.2], [-0.2, 0.1, 0.0], [0.0, 0.1, -0.2], [-0.1, 0.0, 0.0], [-0.3, 0.4, -0.3], [0.0, 0.0, 0.0], [0.0, 0.0, 0.0], [0.0, 0.0, 0.0], [0.0, 0.0, 0.0], [0.0, 0.0, 0.0], [0.0, 0.0, 0.0], [0.0, 0.0, 0.0], [0.0, 0.0, 0.0], [0.1, 0.1, 0.1], [-0.1, 0.0, 0.1], [-0.1, 0.0, -0.1], [0.1, 0.1, 0.0], [0.1, 0.0, 0.0], [0.0, -0.1, -0.1], [0.0, 0.0, 0.0], [0.0, 0.0, 0.0], [0.0, 0.0, 0.0], [0.0, 0.0, 0.0], [0.0, 0.0, 0.0], [-0.1, 0.0, -0.1], [0.0, 0.0, 0.0], [-0.1, 0.1, 0.0], [0.0, 0.0, 0.0], [0.0, 0.0, 0.0]], "lowdin_charge": [-0.118, -0.187, -0.251, -0.167, -0.206, -0.194, -0.193, -0.194, -0.184, -0.224, -0.166, -0.124, -0.157, -0.223, -0.186, -0.195, -0.194, -0.199, -0.193, -0.196, -0.211, -0.207, -0.172, -0.127, -0.139, -0.094, -0.106, -0.099, -0.103, 0.089, 0.080, 0.082, 0.087, 0.122, 0.117, 0.110, 0.091, 0.105, 0.104, 0.110, 0.105, 0.097, 0.096, 0.097, 0.107, 0.100, 0.082, 0.099, 0.104, 0.091, 0.073, 0.091, 0.099, 0.113, 0.085, 0.102, 0.106, 0.083, 0.099, 0.090, 0.094, 0.103, 0.098, 0.088, 0.105, 0.101, 0.103, 0.106, 0.104, 0.113, 0.101, 0.084, 0.119, 0.116, 0.123, 0.107, 0.084, 0.085, 0.108, 0.149, -0.679, 0.146, 0.029, 0.090, 0.094, 0.101, 0.089, 0.154, -0.667, 0.173, 0.017, 0.086, 0.092, 0.073, 0.099, 0.154, -0.682, 0.149, 0.017, 0.095, 0.076, 0.103, 0.092], "orbital_gap_ev": 8.51, "total_charge": 0, "e_tot_ev": -50377.2414, "homo_ev": -8.0, "relative_energy_kcal_mol": 0.0, "smiles": "COCCCCCCCCCBCCCCCCCCCCCCn1cccc1.NC(N)=O.NC(N)=O.NC(N)=O"}

---

Record 2
{"formula": "C29H63BClINO18P2S2", "method": "wB97M-V/def2-TZVPD", "symbols": ["C", "C", "C", "C", "N", "C", "C", "C", "O", "O", "C", "C", "C", "C", "I", "O", "C", "C", "C", "C", "C", "C", "C", "O", "C", "C", "C", "O", "O", "C", "B", "O", "O", "C", "P", "O", "Cl", "P", "O", "O", "O", "H", "H", "H", "H", "H", "H", "H", "H", "H", "H", "H", "H", "H", "H", "H", "H", "H", "H", "H", "H", "H", "H", "H", "H", "H", "H", "H", "H", "H", "H", "H", "H", "H", "H", "H", "H", "H", "H", "H", "H", "H", "H", "H", "H", "H", "H", "H", "O", "S", "O", "O", "C", "C", "C", "H", "H", "H", "H", "H", "H", "H", "H", "O", "S", "O", "O", "C", "C", "C", "H", "H", "H", "H", "H", "H", "H", "H"], "xyz": [[-5.167, 4.302, -0.344], [-4.294, 3.518, -1.327], [-2.785, 3.474, -1.009], [-2.541, 2.349, 0.011], [-1.408, 2.347, 1.020], [-1.804, 3.153, 2.250], [-2.762, 4.325, 2.064], [-2.848, 5.138, 3.335], [-3.092, 6.297, 3.353], [-2.632, 4.391, 4.424], [-1.280, 0.834, 1.532], [-2.668, 0.267, 1.880], [-2.909, -0.848, 2.916], [-4.317, -1.395, 2.678], [-1.562, -2.499, 3.047], [-0.615, 0.127, 0.542], [-1.208, -0.895, -0.261], [-0.088, -1.627, -0.993], [0.631, -2.624, -0.088], [-0.612, -2.244, -2.292], [-1.684, -3.332, -2.064], [0.557, -2.797, -3.123], [-0.316, 0.809, 2.735], [-1.048, 1.006, 3.893], [-0.308, 1.273, 5.073], [-1.187, 0.948, 6.274], [-1.192, -0.544, 6.607], [-2.507, 1.408, 5.943], [0.708, 1.766, 2.651], [1.149, 2.160, 1.359], [2.552, 2.914, 1.638], [2.715, 3.436, 2.890], [3.559, 2.867, 0.719], [-0.010, 2.840, 0.507], [0.001, 4.807, 0.459], [1.517, 4.833, -0.108], [0.372, 5.451, 2.388], [0.450, 2.425, -1.279], [1.864, 2.084, -1.393], [0.051, 3.747, -2.102], [-0.500, 1.314, -1.914], [-5.659, 3.641, 0.372], [-5.983, 4.778, -0.885], [-4.613, 5.074, 0.182], [-4.650, 2.489, -1.427], [-4.381, 3.957, -2.321], [-2.311, 3.213, -1.947], [-2.459, 4.460, -0.698], [-2.468, 1.420, -0.542], [-3.458, 2.263, 0.586], [-0.901, 3.435, 2.767], [-2.264, 2.486, 2.965], [-3.774, 3.945, 1.913], [-2.513, 5.029, 1.278], [-3.062, 4.812, 5.184], [-3.292, 1.072, 2.273], [-3.191, 0.002, 0.963], [-2.905, -0.394, 3.900], [-5.040, -0.609, 2.914], [-4.464, -1.716, 1.648], [-4.528, -2.216, 3.359], [-1.801, -1.613, 0.306], [-1.883, -0.469, -1.008], [0.648, -0.869, -1.273], [1.543, -2.973, -0.563], [0.937, -2.113, 0.827], [0.005, -3.462, 0.208], [-1.078, -1.455, -2.891], [-2.682, -2.978, -2.330], [-1.497, -4.213, -2.675], [-1.736, -3.642, -1.020], [0.788, -3.813, -2.803], [1.456, -2.203, -2.958], [0.325, -2.793, -4.185], [0.164, -0.175, 2.746], [0.583, 0.641, 5.111], [-0.011, 2.322, 5.104], [-0.819, 1.525, 7.125], [-0.833, -1.154, 5.778], [-2.202, -0.872, 6.853], [-0.575, -0.753, 7.480], [-3.035, 1.382, 6.747], [1.455, 1.264, 0.812], [3.646, 3.598, 3.085], [4.135, 3.635, 0.776], [1.800, 5.749, -0.239], [0.326, 3.602, -3.022], [-1.099, 1.641, -2.594], [3.046, -1.351, -8.014], [3.685, -1.187, -6.746], [2.952, -1.474, -5.550], [4.266, 0.290, -6.644], [3.343, 1.382, -6.876], [2.383, 1.571, -5.718], [5.221, -2.038, -6.720], [2.814, 1.213, -7.815], [3.979, 2.254, -7.007], [1.713, 0.719, -5.619], [1.782, 2.467, -5.886], [2.926, 1.675, -4.778], [5.776, -1.787, -7.619], [4.985, -3.099, -6.697], [5.763, -1.750, -5.824], [2.622, -5.162, -0.361], [2.656, -6.560, -0.044], [2.766, -6.958, 1.324], [3.791, -7.249, -0.903], [5.126, -6.687, -0.838], [5.845, -7.016, 0.453], [1.287, -7.378, -0.781], [5.063, -5.611, -1.005], [5.640, -7.127, -1.689], [5.370, -6.540, 1.309], [6.875, -6.666, 0.390], [5.847, -8.092, 0.626], [1.219, -7.083, -1.825], [0.403, -7.061, -0.233], [1.428, -8.450, -0.681]], "forces_ev_per_angstrom": [[-0.3, -0.3, -0.2], [0.3, 0.1, -0.1], [-0.5, -0.3, 0.1], [-0.4, 0.0, -0.3], [0.1, 0.0, 0.2], [-0.2, 0.1, 0.4], [0.3, -0.2, 0.1], [0.4, -0.5, -0.3], [-0.5, 1.0, 0.1], [-0.4, -0.6, 0.4], [0.1, -1.1, -0.1], [-0.5, 0.3, -0.1], [-0.6, 0.2, -0.1], [0.0, 0.2, 0.3], [0.1, -0.1, -0.1], [0.0, 0.4, 0.2], [-0.4, -0.5, -0.8], [0.0, 0.2, 0.2], [0.1, 0.5, 0.1], [0.1, -0.4, -0.4], [-0.3, 0.3, 0.0], [0.0, 0.1, 0.5], [0.5, 0.0, 0.2], [0.0, 0.0, -0.1], [0.1, 0.1, 0.4], [-0.4, -0.2, -0.3], [0.0, 0.0, 0.2], [0.1, 0.1, 0.0], [-0.6, 0.7, 0.1], [0.1, -0.3, 0.0], [0.0, 0.2, 0.0], [0.1, -0.1, -0.1], [-0.3, 0.2, 0.0], [0.0, 0.3, -0.1], [-0.2, -0.2, 0.1], [0.2, 0.2, 0.2], [0.0, 0.0, 0.1], [0.9, -0.2, -0.3], [-0.5, -0.2, 0.2], [-0.4, -0.3, -0.2], [-0.3, 0.1, 0.0], [0.2, 0.1, 0.2], [0.0, 0.1, 0.0], [0.0, 0.1, 0.0], [-0.1, 0.0, 0.0], [-0.1, 0.0, 0.0], [0.4, 0.3, 0.0], [0.2, 0.0, -0.1], [0.2, 0.0, 0.0], [0.2, 0.0, 0.3], [0.2, 0.1, -0.2], [-0.1, -0.2, -0.1], [0.0, 0.1, -0.2], [0.0, 0.0, -0.1], [0.4, 0.2, 0.1], [0.1, 0.1, 0.1], [0.3, -0.2, -0.1], [0.4, -0.1, 0.1], [0.0, 0.1, -0.2], [0.0, -0.1, 0.0], [0.0, -0.1, -0.1], [0.1, 0.1, 0.4], [0.0, 0.2, 0.0], [0.0, 0.1, -0.1], [-0.1, -0.3, 0.0], [0.0, 0.0, 0.1], [0.0, -0.1, -0.1], [0.1, 0.2, 0.1], [0.0, 0.0, 0.0], [0.0, 0.0, 0.0], [0.1, -0.2, 0.0], [0.1, -0.1, -0.1], [0.0, 0.1, -0.2], [0.0, -0.1, 0.0], [-0.1, -0.1, -0.1], [0.1, 0.1, 0.0], [0.0, 0.0, -0.2], [0.1, 0.0, 0.0], [-0.1, 0.0, 0.0], [0.0, 0.0, 0.0], [0.1, 0.0, 0.0], [0.0, 0.0, 0.0], [-0.1, 0.0, -0.1], [-0.1, 0.1, 0.1], [0.3, -0.2, 0.0], [0.1, -0.1, -0.1], [0.1, 0.4, 0.0], [0.0, 0.0, 0.0], [-0.1, 0.0, 0.0], [0.1, 0.2, 0.1], [0.0, -0.2, 0.0], [0.0, 0.0, 0.0], [-0.2, 0.1, 0.0], [0.0, 0.0, 0.1], [0.0, 0.0, 0.0], [0.0, -0.1, 0.0], [0.1, -0.1, 0.0], [0.0, 0.0, 0.0], [0.1, 0.0, -0.1], [0.0, 0.0, 0.0], [0.0, 0.0, 0.0], [0.0, 0.0, 0.0], [0.0, 0.0, 0.0], [0.0, 0.1, 0.0], [0.0, -0.1, -0.1], [0.0, 0.0, 0.1], [0.0, -0.1, 0.0], [0.3, 0.2, 0.0], [-0.2, 0.0, 0.1], [0.0, 0.0, 0.0], [-0.1, 0.0, 0.0], [-0.1, -0.1, 0.0], [0.0, 0.0, 0.0], [0.0, 0.0, 0.0], [0.0, 0.0, 0.0], [0.0, 0.0, 0.0], [0.0, 0.0, 0.0], [0.0, 0.0, 0.0]], "lowdin_charge": [-0.089, -0.226, -0.185, -0.112, -0.042, -0.148, -0.097, -0.565, 0.147, 0.121, -0.285, -0.136, -0.721, -0.164, 1.051, -0.070, -0.180, -0.329, -0.062, -0.378, -0.050, -0.056, -0.305, -0.110, -0.113, -0.371, -0.034, -0.043, -0.031, -0.166, -0.662, 0.154, 0.180, -0.309, 0.704, -0.331, 0.445, 0.493, -0.192, -0.165, -0.104, 0.076, 0.080, 0.066, 0.115, 0.112, 0.081, 0.073, 0.107, 0.117, 0.068, 0.118, 0.121, 0.077, 0.146, 0.127, 0.112, 0.061, 0.088, 0.079, 0.064, 0.080, 0.113, 0.131, 0.062, 0.067, 0.060, 0.122, 0.075, 0.076, 0.066, 0.074, 0.080, 0.082, 0.131, 0.147, 0.138, 0.144, 0.030, 0.085, 0.083, 0.097, 0.140, 0.122, 0.118, 0.090, 0.110, 0.100, -0.268, 0.565, -0.285, -0.263, -0.241, -0.082, -0.118, 0.116, 0.122, 0.065, 0.076, 0.084, 0.078, 0.079, 0.077, -0.284, 0.560, -0.269, -0.261, -0.242, -0.070, -0.117, 0.113, 0.122, 0.072, 0.083, 0.087, 0.074, 0.076, 0.078], "orbital_gap_ev": 9.34, "total_charge": 1, "e_tot_ev": -130985.4850, "homo_ev": -11.5}

---

Q: What is the formula in the first record?
A: C29H62BN7O4